[1]
A molecular structure, C47H39CsF6N10O5S3, computed with ωB97M-V/def2-TZVPD.

```
111
Properties=species:S:1:pos:R:3:forces:R:3:mulliken_charge:R:1
Cs -0.044534 0.683159 0.101624 -0.81 -4.78 -1.01 3.157
C 1.123819 -4.874410 0.162732 0.13 -0.11 -0.12 -0.219
C 1.238204 -3.725536 0.853507 -0.25 0.19 0.15 -0.105
N 0.099974 -3.079809 1.405078 0.01 -0.24 -0.19 0.539
C -1.130401 -3.728352 1.100132 0.22 0.15 0.04 0.425
C -1.091334 -4.898429 0.363685 -0.23 0.00 0.03 -0.868
N -0.035140 -5.531237 -0.123251 0.11 0.13 0.09 -0.816
C -2.420971 -3.123664 1.462417 -0.17 -0.05 -0.04 0.090
C -3.483697 -3.944593 1.863423 0.19 0.10 -0.02 -1.076
C -4.732607 -3.382853 2.070539 -0.36 -0.33 0.13 1.164
C -4.879842 -2.009382 1.923458 0.12 0.07 -0.12 -0.969
C -3.761327 -1.248582 1.594098 -0.10 0.13 0.06 0.658
N -2.577110 -1.803725 1.349445 0.11 0.10 0.07 0.042
C -3.820316 0.251980 1.523964 0.14 -0.27 0.02 -0.108
C -4.844644 1.006958 2.069791 -0.03 0.08 0.02 -0.803
N -4.835270 2.342930 2.040775 -0.02 -0.08 0.02 -0.720
C -3.779233 2.918637 1.483819 0.11 0.02 -0.05 -0.545
C -2.733170 2.169265 0.939652 -0.20 0.03 0.07 0.491
N -2.774808 0.847557 0.955085 -0.36 0.15 0.05 0.365
C -5.892649 -4.240523 2.470273 0.34 0.27 -0.13 0.755
C -6.993416 -3.712204 3.134676 -0.12 -0.11 0.11 -0.598
C -8.042545 -4.550218 3.483112 0.10 0.09 -0.03 -0.338
N -8.070234 -5.853657 3.220244 -0.06 -0.07 0.02 -0.675
C -7.014259 -6.355417 2.585031 0.11 0.07 -0.04 -0.350
C -5.916942 -5.603157 2.194078 -0.15 -0.09 -0.02 -0.582
H 2.043577 -5.298725 -0.227480 -0.05 -0.06 -0.02 0.414
H 2.166857 -3.200641 1.010390 0.02 -0.02 -0.02 0.039
H -2.063596 -5.328284 0.132726 0.05 -0.04 -0.04 0.491
H -3.297579 -4.994570 2.038633 -0.05 0.01 0.01 0.801
H -5.841746 -1.533579 2.042242 -0.02 -0.03 0.01 0.504
H -5.690298 0.541771 2.563243 -0.01 0.03 0.01 0.410
H -3.727044 3.999933 1.458412 -0.05 0.00 0.02 0.558
H -1.864103 2.653915 0.493187 -0.27 0.10 0.05 -0.856
H -7.038686 -2.667916 3.410280 0.03 0.00 -0.01 0.426
H -8.901870 -4.144701 4.006208 -0.02 -0.03 0.00 0.360
H -7.038315 -7.417805 2.367711 -0.04 -0.01 0.02 0.361
H -5.109197 -6.084908 1.660553 0.00 0.03 0.00 0.382
N 1.586486 1.227206 -2.512874 0.02 0.12 -0.20 1.160
C 0.954705 1.303357 -3.726329 -0.06 -0.04 -0.06 0.733
C 1.634809 1.563708 -4.900006 -0.03 0.06 -0.05 -0.628
C 0.965383 1.664322 -6.132340 0.10 0.01 0.00 -0.768
C -0.388220 1.509889 -6.231138 -0.04 -0.02 0.09 -0.981
C -1.121755 1.192958 -5.061327 -0.10 -0.06 -0.16 0.956
C -2.521279 0.978613 -5.070979 0.03 0.02 -0.05 -0.638
C -3.166601 0.612212 -3.928520 0.02 -0.01 0.08 -0.878
C -2.401952 0.439150 -2.751936 -0.04 -0.03 -0.10 -0.330
N -1.116588 0.647995 -2.700048 0.07 0.15 -0.41 0.789
C -0.463310 1.046708 -3.823353 0.16 -0.02 0.23 -0.470
H 2.530264 1.588842 -2.503362 0.00 -0.01 0.00 0.325
H 1.059958 1.602661 -1.726959 0.29 0.28 -0.73 -2.238
H 2.701650 1.747337 -4.852283 0.00 0.01 -0.01 0.493
H 1.546067 1.898603 -7.017325 0.00 0.00 0.00 0.361
H -0.905572 1.618941 -7.176361 -0.01 0.00 0.00 0.361
H -3.063798 1.107770 -6.001457 0.01 0.00 0.00 0.375
H -4.235895 0.445570 -3.909675 0.00 0.00 0.00 0.453
H -2.876273 0.103951 -1.831883 0.00 0.05 0.01 0.129
F 2.153910 1.856831 5.288304 -0.02 0.02 0.04 -0.286
C 2.667643 1.736003 4.041782 -0.08 -0.09 0.12 0.449
F 2.837937 0.411105 3.847527 0.01 -0.04 -0.06 -0.205
F 3.884704 2.285454 4.075334 0.06 0.02 -0.01 -0.254
S 1.565813 2.541418 2.727497 -0.24 -0.33 -0.24 0.762
O 0.981266 1.335883 2.084223 1.37 1.16 3.07 -0.984
O 0.603524 3.244543 3.556867 0.26 0.00 -0.03 -0.776
N 2.428231 3.415682 1.878024 0.33 0.15 -0.21 -0.555
S 0.191948 4.412548 -0.361533 -0.77 -0.51 0.03 0.626
O 0.036929 2.908355 -0.638285 0.27 3.55 -0.83 -1.194
O -1.156643 4.978944 -0.070556 0.39 -0.03 -0.06 -0.717
C 0.424184 4.982414 -2.135787 -0.10 0.02 -0.12 0.567
F 1.443916 4.346741 -2.736898 0.10 -0.01 -0.01 -0.220
F 0.710838 6.301555 -2.157905 -0.01 0.04 -0.05 -0.268
F -0.662468 4.799353 -2.903138 -0.05 -0.03 -0.03 -0.275
S 6.217361 0.432292 1.032068 0.16 -0.03 0.01 -0.453
C 4.613850 -0.249916 1.026587 -0.11 0.00 0.04 -0.498
N 3.671342 0.619620 0.860489 0.16 -0.12 -0.12 0.453
C 4.159363 1.896575 0.738542 -0.34 -0.13 0.05 -1.746
C 3.220046 3.066357 0.639564 0.12 0.03 0.12 3.011
C 4.032944 4.272871 0.243006 -0.05 0.01 -0.01 -1.448
C 5.389104 4.320869 0.288794 0.12 0.15 0.01 -0.227
C 6.242758 3.224997 0.599032 -0.26 -0.07 0.00 -1.053
C 5.552849 2.024830 0.784861 0.11 0.04 0.08 1.183
H 4.454318 -1.306810 1.196610 0.01 0.02 -0.01 0.362
H 2.495155 2.855393 -0.158735 -0.21 -0.03 0.25 -1.062
H 3.473736 5.173245 0.010576 -0.01 -0.02 -0.03 0.280
H 5.856223 5.276782 0.052772 0.01 -0.02 0.00 0.324
H 7.319068 3.306254 0.619846 0.02 -0.01 -0.01 0.331
C 5.424752 -6.434470 -4.392441 0.03 -0.03 -0.01 -1.524
C 4.431563 -5.432905 -3.867671 0.00 -0.03 -0.01 0.717
C 4.854500 -4.290662 -3.208421 -0.03 0.07 -0.02 -0.999
C 3.956207 -3.343027 -2.716779 0.14 -0.02 -0.04 0.735
C 4.495465 -2.132616 -2.009415 0.06 0.00 0.06 -1.381
C 2.589803 -3.570820 -2.915995 -0.33 0.18 0.08 1.275
C 1.581874 -2.606634 -2.394698 0.09 -0.17 -0.13 -0.775
O 1.786453 -1.840038 -1.490672 -0.12 0.13 0.20 -0.117
C 2.134648 -4.716131 -3.589194 0.06 -0.11 -0.01 1.161
C 0.666394 -5.012030 -3.775745 -0.03 0.02 0.00 -1.580
C 3.066175 -5.635005 -4.049014 -0.01 0.06 0.03 -0.874
H 6.432453 -6.211509 -4.042688 -0.01 0.01 0.01 0.348
H 5.442271 -6.432789 -5.484820 -0.01 0.01 0.00 0.297
H 5.170988 -7.447040 -4.073277 -0.01 0.00 0.00 0.351
H 5.916049 -4.116091 -3.067972 0.00 -0.02 0.00 0.327
H 5.558571 -2.016132 -2.219290 0.01 -0.01 0.00 0.436
H 4.373519 -2.218801 -0.929660 -0.01 0.01 -0.02 0.142
H 3.975668 -1.212283 -2.270308 -0.02 -0.03 -0.05 0.121
H 0.590059 -2.633059 -2.881414 -0.01 0.02 -0.01 0.157
H 0.153344 -5.106211 -2.816087 0.02 -0.01 0.00 0.187
H 0.548431 -5.954510 -4.310279 -0.01 0.00 0.00 0.356
H 0.156492 -4.236448 -4.350143 0.03 0.01 -0.01 0.345
H 2.717761 -6.530212 -4.554122 0.02 -0.01 0.00 0.317
C 0.237212 -2.011496 2.123264 0.01 0.22 0.22 -0.768
H 1.217851 -1.578847 2.259719 0.07 -0.05 -0.01 0.214
H -0.627806 -1.537019 2.547508 -0.01 0.05 -0.07 0.397
```
Forces are in eV/Å.

Results
F_max: 0.0964 Eh/bohr
Frontier orbital gap: 2.533 eV
Multiplicity: 1
Charge: -2
Energy relative to the best compared isomer or geometry (same formula, charge and spin): 55.9 kcal/mol
E_HOMO: 0.12 eV

=====

[2]
A molecular structure, C48H54N6O4P2PdS3, computed with ωB97M-V/def2-TZVPD.

```
118
Properties=species:S:1:pos:R:3:forces:R:3:mulliken_charge:R:1
Pd 0.838960 -0.285226 -0.080473 2.30 3.55 0.46 1.525
C 4.874350 3.919890 1.925699 0.05 -0.15 -0.09 -0.847
C 5.392644 2.672138 1.218783 0.09 0.24 0.40 -0.390
N 4.550692 2.299813 0.096386 0.18 0.18 -0.46 -0.156
C 3.394531 1.668646 0.282115 -0.93 -0.82 1.03 0.144
S 2.361542 1.439720 -1.102772 -1.33 -1.30 -0.33 -0.461
N 3.085939 1.279944 1.487721 2.03 0.98 0.50 -1.400
N 2.020933 0.569867 1.747065 -1.93 -1.25 -1.59 2.297
C 1.735946 0.193284 2.951113 0.59 0.32 -0.44 0.187
C 2.603610 0.497265 4.127425 0.06 0.15 -0.22 -2.105
C 0.478642 -0.514822 3.122418 -0.72 -0.54 0.10 0.086
C 0.047695 -0.996323 4.362613 0.24 0.20 -0.37 -1.063
C -1.214808 -1.548197 4.466695 -0.15 0.03 -0.22 -0.970
C -2.028970 -1.581623 3.343706 0.12 0.05 0.09 -1.316
C -1.506002 -1.131413 2.142621 -0.19 -0.10 0.20 -0.602
N -0.285474 -0.642828 2.026647 0.03 -0.05 -0.29 1.844
H 5.413745 4.066750 2.856234 0.06 0.08 0.12 0.329
H 3.814639 3.811860 2.148743 -0.05 -0.01 0.07 0.108
H 5.016522 4.799694 1.304031 -0.01 0.13 -0.05 0.349
H 5.398798 1.828267 1.911810 0.09 0.06 -0.13 0.170
H 6.404668 2.834857 0.848262 -0.04 -0.10 -0.04 0.447
H 4.743449 2.700017 -0.810207 -0.07 -0.15 0.08 0.278
H 3.495334 1.025837 3.803605 -0.03 -0.03 0.04 0.382
H 2.890885 -0.423845 4.633011 0.00 -0.04 0.06 0.432
H 2.056864 1.124770 4.830334 -0.02 0.01 0.10 0.359
H 0.688957 -0.925026 5.225860 0.05 0.02 0.08 0.595
H -1.568914 -1.930426 5.410844 -0.03 -0.02 0.12 0.474
H -3.038219 -1.957174 3.394775 -0.09 -0.07 -0.01 0.576
H -2.094193 -1.162186 1.233657 0.01 -0.07 0.02 0.346
C -6.195750 -1.912900 -2.179833 0.34 -0.31 0.00 -0.680
S -5.086875 -3.258542 -2.676174 -0.08 -0.14 0.07 -0.093
C -4.372170 -3.759470 -1.056714 -0.11 0.02 -0.47 -0.980
C -2.846474 -3.780948 -1.091589 -0.08 0.25 -0.07 -0.518
C -2.323629 -2.405093 -1.485588 -0.37 -0.22 -0.09 -0.447
N -0.869623 -2.314566 -1.635118 0.40 1.27 -0.48 0.784
P 0.061726 -2.901181 -0.276970 0.74 -1.10 0.30 -0.278
C 0.262071 -4.672518 -0.705687 -0.24 0.28 -0.10 1.237
C 0.279365 -5.122566 -2.020881 0.01 -0.14 0.18 -0.422
C 0.498966 -6.463130 -2.279314 -0.02 0.03 -0.17 -0.802
C 0.706879 -7.351561 -1.235863 0.02 -0.03 0.09 -0.663
C 0.701349 -6.900376 0.074069 0.05 -0.10 -0.05 -0.633
C 0.477961 -5.560801 0.340048 -0.09 0.16 -0.03 -0.789
C 1.788631 -2.402948 -0.740285 0.06 -0.23 0.38 0.226
C 2.311730 -2.418514 -2.039348 0.20 -0.12 0.14 -0.344
C 3.646126 -2.128136 -2.255364 -0.20 0.02 -0.10 -0.946
C 4.483130 -1.813772 -1.189834 -0.12 0.07 0.13 -0.818
C 3.994171 -1.825534 0.105076 -0.01 -0.03 -0.10 -0.738
C 2.653802 -2.113870 0.338009 -0.15 -0.58 -0.22 -0.271
P -0.332158 -0.774666 -2.252671 0.29 -1.96 0.64 -0.397
C -0.077271 -1.164016 -4.010306 0.26 0.43 0.34 0.989
C 0.638991 -0.246739 -4.771136 -0.06 0.05 0.08 -0.774
C 0.778738 -0.444491 -6.132667 0.04 0.05 -0.13 -0.772
C 0.208811 -1.557742 -6.733872 0.07 0.12 0.01 -0.724
C -0.495940 -2.475158 -5.972563 -0.07 -0.11 0.01 -0.979
C -0.637994 -2.286686 -4.610130 -0.08 -0.03 0.14 0.062
C -1.774019 0.297366 -2.405605 -0.11 1.61 0.95 0.756
C -2.677685 0.267476 -3.481299 -0.30 0.11 -0.47 -0.683
C -3.586913 1.262532 -3.661258 0.68 0.18 0.23 -1.065
C -3.420416 2.509510 -2.872348 -0.32 -0.02 0.06 -0.221
C -3.023616 2.328497 -1.402735 0.44 0.13 -0.16 -0.648
C -1.857428 1.362343 -1.423960 -0.24 -2.71 0.80 0.616
H -6.787571 -1.663385 -3.054833 -0.08 0.05 -0.03 0.364
H -5.613801 -1.048559 -1.868589 -0.08 0.15 0.11 0.036
H -6.851658 -2.250737 -1.382561 -0.08 0.09 0.01 0.345
H -4.755626 -4.755601 -0.838249 0.01 0.11 0.16 0.514
H -4.735684 -3.054004 -0.311054 -0.05 -0.03 0.10 0.426
H -2.504928 -4.536719 -1.800434 0.09 0.01 0.00 0.319
H -2.475394 -4.061588 -0.100621 0.00 -0.07 -0.06 0.416
H -2.683528 -1.665107 -0.755422 -0.10 -0.05 0.04 -0.037
H -2.762059 -2.144209 -2.453118 -0.07 -0.08 0.17 -0.017
H 0.121765 -4.430804 -2.834398 -0.03 0.05 -0.10 0.269
H 0.510237 -6.813567 -3.300515 0.01 -0.07 -0.08 0.468
H 0.875879 -8.395961 -1.444461 0.02 -0.12 -0.02 0.422
H 0.867500 -7.590327 0.886340 0.02 -0.08 0.08 0.454
H 0.472650 -5.201044 1.360625 -0.04 0.00 0.10 0.388
H 1.676653 -2.692156 -2.870092 0.05 -0.04 -0.07 0.447
H 4.041478 -2.161878 -3.259517 0.04 0.03 -0.09 0.500
H 5.518285 -1.571098 -1.372996 0.12 -0.04 -0.02 0.471
H 4.654882 -1.625622 0.935264 0.03 0.04 0.09 0.495
H 2.289535 -2.222426 1.357459 0.01 0.13 -0.13 0.467
H 1.077956 0.615224 -4.285581 0.12 0.11 -0.04 0.472
H 1.330384 0.267675 -6.725965 0.07 0.06 -0.06 0.494
H 0.313990 -1.711969 -7.796234 0.03 0.00 -0.11 0.425
H -0.941711 -3.341327 -6.437669 -0.02 -0.07 -0.06 0.506
H -1.190795 -3.001448 -4.020241 -0.05 -0.10 0.09 0.328
H -2.670105 -0.583061 -4.147350 0.03 -0.07 -0.07 0.600
H -4.318474 1.223589 -4.448000 -0.24 -0.11 -0.14 0.565
H -4.198123 3.255123 -3.040569 0.14 -0.02 0.02 0.757
H -3.645186 2.497679 -0.539654 0.07 -0.16 0.24 0.437
H -1.211101 1.799026 0.383384 0.11 0.14 0.11 0.342
C -4.857729 7.200906 4.015183 -0.06 0.12 0.06 -1.428
C -3.710278 6.257525 3.875491 0.07 -0.10 -0.04 0.922
C -3.859079 4.905004 4.169871 0.08 0.04 -0.05 -0.810
C -2.834067 4.011954 3.914199 -0.05 -0.17 0.13 -0.646
C -1.643809 4.482261 3.390137 0.32 -0.46 -0.11 0.116
C -1.445534 5.828979 3.150356 0.14 0.24 -0.02 -0.552
C -2.478816 6.712253 3.401733 0.02 -0.16 0.02 -0.786
S -0.611236 3.292564 2.579349 -0.11 -0.53 -0.13 1.601
O 0.758998 3.661399 2.398189 -0.31 0.57 -0.03 -0.747
O -0.893349 1.956185 3.028821 -0.40 0.69 0.14 -0.619
N -1.356115 3.371540 1.040164 0.35 -0.46 0.36 -0.568
C -0.921254 4.377350 0.080849 0.06 0.21 -0.28 -0.943
C -0.590902 3.727827 -1.270874 0.18 -0.19 0.01 -0.489
C -1.694865 2.883872 -1.835732 -0.72 1.33 -0.78 0.097
O -2.109690 3.078286 -3.152928 0.41 0.07 0.17 -0.599
O -1.304583 1.001244 -0.202237 -1.04 0.36 -0.95 0.741
H -5.739278 6.693426 4.397278 -0.06 0.04 0.02 0.358
H -5.097883 7.636201 3.045057 -0.06 0.03 -0.01 0.331
H -4.608086 8.022239 4.683596 -0.02 0.06 0.07 0.368
H -4.795746 4.544945 4.568799 -0.07 -0.03 0.05 0.356
H -2.943226 2.954391 4.093696 -0.11 -0.14 0.06 0.494
H -0.499201 6.166809 2.760124 0.13 0.14 -0.08 0.579
H -2.345580 7.763137 3.199100 0.05 0.15 -0.01 0.440
H -2.354248 3.371141 1.196317 -0.17 0.10 0.12 0.364
H -0.009382 4.831121 0.474094 -0.06 0.07 -0.17 0.624
H -1.679726 5.155551 -0.045474 0.07 -0.05 0.10 0.272
H 0.310688 3.115651 -1.157339 -0.05 0.06 -0.01 -0.400
H -0.381613 4.507804 -2.004755 0.02 -0.06 -0.04 0.647
```
Forces are in eV/Å.

Results
F_max: 0.0828 Eh/bohr
Frontier orbital gap: 4.556 eV
Multiplicity: 1
Charge: +2
Energy relative to the best compared isomer or geometry (same formula, charge and spin): 132.8 kcal/mol
E_HOMO: -12.31 eV